Here is a molecular structure, C18H19BN6Pt at a distorted geometry from OMol25. Energies are from the ωB97M-V functional and the def2-TZVPD basis.

* energy relative to the best compared isomer or geometry (same formula, charge and spin): 0.000 eV
* net charge: +2
* LUMO level (alpha / beta): -5.84 / -10.49 eV
* 2S+1: 5
* strongest force on any atom: 3.3 eV/Å
* E_tot: -31814.289 eV
* gap between HOMO and LUMO (alpha / beta): 6.58 / 4.32 eV

Geometry as XYZ:
```
45
Properties=species:S:1:pos:R:3:lowdin_spin:R:1
Pt 0.76 0.00 -0.19 1.34
N -0.41 -1.06 -1.61 0.18
N -0.38 -0.84 -2.97 0.02
N 1.95 -0.15 -2.93 0.02
N 2.11 -0.34 -1.58 0.32
N 0.15 1.56 -2.80 0.02
N 0.14 1.58 -1.43 0.24
C 4.07 -0.70 -2.54 0.12
C -1.44 -1.79 4.40 0.09
C -1.84 -2.46 -2.58 0.00
C -2.06 -1.88 5.65 0.02
C -0.23 2.78 -3.24 0.02
C -0.47 3.59 -2.14 0.01
C 2.14 0.91 1.14 0.07
C -2.42 0.42 4.09 0.09
C -0.23 2.81 -1.01 0.02
C -2.86 -0.83 6.12 0.19
C -0.28 -0.36 1.32 0.37
C -3.03 0.32 5.33 0.02
C -1.61 -0.63 3.61 0.16
C 3.40 -0.67 -1.33 0.03
C -1.23 -1.70 -3.57 0.00
C -1.32 -2.02 -1.36 0.01
C -0.94 -0.53 2.35 0.31
C 3.14 -0.38 -3.52 0.17
B 0.57 0.25 -3.54 0.00
H 3.22 -0.27 -4.60 0.01
H -0.29 3.04 0.04 0.00
H 1.73 1.26 -0.24 0.08
H 0.57 0.34 -4.73 0.00
H -0.81 -2.60 4.04 0.00
H -1.32 -1.69 -4.64 0.00
H -1.92 -2.78 6.26 0.00
H 3.73 -0.82 -0.31 0.00
H -2.55 1.31 3.48 0.00
H 3.20 0.66 1.05 0.01
H -3.66 1.14 5.70 0.00
H -3.34 -0.90 7.10 0.01
H -0.28 2.96 -4.31 0.00
H 1.72 0.35 2.00 0.02
H 2.05 1.96 1.46 0.01
H -1.55 -2.33 -0.35 0.00
H -2.57 -3.23 -2.74 0.00
H -0.77 4.62 -2.15 0.00
H 5.12 -0.91 -2.67 0.00
```